# 1
62
Properties=species:S:1:pos:R:3 method="wB97M-V/def2-TZVPD" total_energy_ev=-221352.3461 multiplicity=5 homo_lumo_gap_ev="7.66 / 7.70" e_lumo_ev="-6.204 / -6.162" charge=+2 s2=6.01
Pm -0.1573 0.7660 0.0829
N 2.2103 -0.3096 -0.1463
C 2.6752 -1.2228 0.9191
C 2.2085 -0.7085 2.2581
N 0.7294 -0.5960 2.2676
C 0.0996 -1.9097 2.5367
C -1.3177 -1.9604 2.0378
N -1.3142 -1.6257 0.5999
H 2.3564 -0.7193 -1.0676
H 2.7782 0.5362 -0.1461
H 3.7613 -1.3235 0.9110
H 2.2680 -2.2113 0.7050
H 2.6257 0.2793 2.4471
H 2.5548 -1.3627 3.0622
H 0.4732 0.0268 3.0295
H 0.1522 -2.1525 3.6005
H 0.6816 -2.6745 2.0177
H -1.9489 -1.2398 2.5544
H -1.7379 -2.9515 2.2179
H -2.2458 -1.7537 0.2135
H -0.7374 -2.3038 0.0999
Se 1.5723 -1.4013 -3.5696
Se -0.4330 -1.0982 -2.3172
C -1.1348 0.4419 -3.1902
C -1.3485 0.5400 -4.5518
C -1.8940 1.7234 -5.0256
C -2.2205 2.7284 -4.1276
C -1.9740 2.5265 -2.7831
N -1.4211 1.4028 -2.3090
C 1.9446 -3.0528 -2.6486
C 2.8090 -3.9128 -3.3099
C 3.1486 -5.0892 -2.6645
C 2.5988 -5.3587 -1.4199
C 1.7353 -4.4291 -0.8650
N 1.4120 -3.2705 -1.4579
H -1.1056 -0.2782 -5.2152
H -2.0750 1.8562 -6.0843
H -2.6586 3.6595 -4.4589
H -2.2184 3.2909 -2.0552
H 3.1999 -3.6816 -4.2919
H 3.8242 -5.7895 -3.1386
H 2.8269 -6.2744 -0.8927
H 1.2798 -4.6155 0.1013
Cl 1.3374 2.4781 1.5847
Si 0.2453 3.7245 -0.0030
Cl 1.3364 2.3541 -1.5390
Cl 1.4011 5.3927 -0.1366
C -1.5514 2.7097 3.6331
C -2.1411 1.3781 3.2591
O -2.1791 1.1587 1.8101
C -3.5601 1.0011 1.3849
C -3.6577 0.9648 -0.1078
H -1.6727 2.8520 4.7092
H -2.0785 3.5260 3.1345
H -0.4915 2.7902 3.4091
H -3.1707 1.3214 3.6087
H -1.6118 0.5379 3.7136
H -4.1211 1.8510 1.7766
H -3.9535 0.0968 1.8563
H -3.3272 1.9047 -0.5483
H -4.6971 0.8201 -0.4057
H -3.0886 0.1499 -0.5633

# 2
52
Properties=species:S:1:pos:R:3 method="wB97M-V/def2-TZVPD" total_energy_ev=-26825.0603 homo_lumo_gap_ev="5.56 / 5.70" e_lumo_ev="-9.246 / -9.104" charge=+2
C -3.4650 -0.8401 -1.1047
H -3.9875 -1.5683 -0.4483
H -4.2112 -0.4831 -1.8428
H -3.1003 0.0697 -0.7290
C -2.2392 -1.6408 -1.6116
H -1.4204 -0.9595 -1.9315
H -1.7526 -2.2290 -0.8008
C -2.7172 -2.5257 -2.7686
H -2.0680 -3.2337 -3.2835
H -3.6079 -3.0619 -2.4334
H -3.1167 -1.8492 -3.5102
C 1.6421 1.9113 -0.6297
C 1.3354 1.2102 -1.8400
C 0.0574 1.6439 -2.2932
C -0.4156 2.6229 -1.3865
C 0.6000 2.8272 -0.3965
C 0.4432 3.6808 0.8096
C -1.7640 3.2529 -1.4226
C -0.6436 1.1998 -3.5323
C 2.2179 0.2481 -2.5455
C 2.7967 1.6366 0.2491
Tl -0.4365 1.1771 2.1952
H -2.1171 3.4839 -0.4060
H -1.7313 4.1986 -1.9830
H -2.5008 2.6095 -1.9327
H -0.6271 3.7961 1.0460
H 0.9403 3.1946 1.6718
H 0.8705 4.6931 0.8056
H 3.1932 0.6423 0.0549
H 3.6155 2.3472 0.1203
H 2.5052 1.6753 1.2963
H 1.6720 -0.3621 -3.2918
H 3.0429 0.7627 -3.0964
H 2.6834 -0.4419 -1.8133
H -1.6612 0.8355 -3.2919
H -0.7452 2.0443 -4.2422
H -0.0842 0.3976 -4.0389
C 0.2427 -2.4066 5.7144
C 0.7055 -2.2295 4.3123
C 1.7142 -2.7466 3.5021
C 1.5922 -2.1464 2.2176
N 0.4824 -1.3597 2.2273
N 0.0238 -1.3977 3.5314
C 2.3813 -2.2421 0.9852
H -0.0088 -3.4488 5.9035
H 1.0046 -2.0883 6.4282
H -0.6585 -1.8124 5.9164
H 2.4254 -3.4849 3.8179
H -0.7955 -0.8732 3.8632
H 3.4126 -1.8616 1.0783
H 2.4315 -3.2716 0.5937
H 1.8434 -1.5967 0.2665

# 3
55
Properties=species:S:1:pos:R:3 method="wB97M-V/def2-TZVPD" total_energy_ev=-27880.1221 homo_lumo_gap_ev=7.85 e_lumo_ev=-7.293 charge=+2
N -0.6597 1.5207 1.1167
C -1.3212 2.3881 1.7463
O -1.9300 3.2053 2.3259
Rb 2.8966 -0.2970 1.7583
Ta -0.3207 -0.1204 0.1177
N 1.6126 -0.4089 -0.2519
N -1.7012 -0.3271 -1.2560
C 2.4684 0.4682 -1.1477
C -2.4623 0.7988 -1.8714
C 3.9400 -0.0098 -1.1117
C 1.9492 0.3639 -2.5805
C 2.3580 1.8995 -0.6368
C -3.6560 1.0908 -0.9660
C -2.9538 0.3974 -3.2615
C -1.5754 2.0239 -1.9866
H 4.5102 0.4168 -0.2668
H 4.4358 0.3600 -2.0195
H 4.0330 -1.1062 -1.1171
H 2.0044 -0.6704 -2.9475
H 2.5751 0.9975 -3.2329
H 0.9082 0.7125 -2.6731
H 1.3178 2.2659 -0.6054
H 2.9206 2.5493 -1.3264
H 2.7994 2.0378 0.3682
H -4.2751 0.1931 -0.8435
H -4.2662 1.8857 -1.4214
H -3.3327 1.4302 0.0278
H -3.7443 -0.3604 -3.2165
H -2.1271 0.0300 -3.8800
H -3.3803 1.2827 -3.7526
H -2.1874 2.8405 -2.4018
H -0.7459 1.8475 -2.6856
H -1.1922 2.3685 -1.0176
C 1.6594 -1.8745 -0.5323
H 0.6308 -2.2884 -0.6151
H 2.1653 -2.0522 -1.4962
H 2.1915 -2.4375 0.2622
C -2.2917 -1.6681 -1.4610
H -1.8247 -2.4169 -0.8121
H -3.3724 -1.6509 -1.2410
H -2.1361 -1.9989 -2.5012
C -1.0579 -1.4267 1.5866
C -0.2560 -1.2678 2.8647
C -0.4758 -0.1686 3.7057
C 0.4774 0.1580 4.6644
C 1.5641 -0.6899 4.8841
C 1.6703 -1.8925 4.1799
C 0.7595 -2.1936 3.1697
H -1.0324 -2.4493 1.1819
H -2.1012 -1.0721 1.6741
H -1.3879 0.4251 3.5646
H 0.3481 1.0635 5.2657
H 2.3046 -0.4380 5.6495
H 2.4564 -2.6123 4.4360
H 0.8108 -3.1224 2.5862

# 4
54
Properties=species:S:1:pos:R:3 method="wB97M-V/def2-TZVPD" total_energy_ev=-36521.7385 homo_lumo_gap_ev=9.05 e_lumo_ev=0.626 smiles="CC(C)=CCN1CCN(Cc2nc(C(C)C)cs2)C[C@H]1CCO"
C -6.5325 -1.3678 -0.0369
C -5.2424 -0.6870 0.3118
C -4.4353 -1.3708 1.3732
C -4.8702 0.4438 -0.2760
C -3.6072 1.2105 0.0159
N -2.4244 0.3865 -0.1754
C -2.2224 0.0125 -1.5606
C -1.1144 -1.0313 -1.6629
N 0.0925 -0.5093 -1.0551
C 1.2527 -1.3579 -1.2356
C 2.4851 -0.5918 -0.9109
N 3.4889 -1.0245 -0.2448
C 4.4703 -0.0903 -0.1027
C 5.7172 -0.4389 0.6511
C 6.4390 -1.5848 -0.0594
C 5.3564 -0.8332 2.0838
C 4.1881 1.1049 -0.6859
S 2.6431 1.0692 -1.4491
C -0.1639 -0.2205 0.3429
C -1.2094 0.8944 0.4396
C -0.6551 2.1947 -0.1743
C 0.2908 2.9333 0.7719
O 0.8754 4.0628 0.1683
H -7.1311 -1.5176 0.8610
H -6.3359 -2.3490 -0.4690
H -7.1100 -0.7846 -0.7494
H -3.4109 -1.0156 1.3644
H -4.8736 -1.1766 2.3527
H -4.4422 -2.4478 1.2155
H -5.5142 0.8804 -1.0280
H -3.5899 2.1118 -0.6189
H -3.6102 1.5379 1.0609
H -3.1570 -0.4162 -1.9301
H -1.9662 0.8798 -2.1912
H -0.9174 -1.2512 -2.7150
H -1.4458 -1.9585 -1.1634
H 1.2310 -2.2700 -0.6147
H 1.2915 -1.6633 -2.2875
H 6.3661 0.4432 0.6691
H 5.7830 -2.4495 -0.1184
H 7.3388 -1.8596 0.4859
H 6.7194 -1.2921 -1.0689
H 4.6778 -1.6822 2.0693
H 6.2521 -1.1052 2.6372
H 4.8684 -0.0068 2.5962
H 4.7850 1.9937 -0.7095
H 0.7664 0.0922 0.8196
H -0.5383 -1.1144 0.8717
H -1.4360 1.0722 1.4988
H -1.4772 2.8656 -0.4287
H -0.1160 1.9437 -1.0906
H 1.0754 2.2518 1.1318
H -0.2546 3.3139 1.6393
H 1.3494 3.7699 -0.6191